[1]
Density functional theory data (ωB97M-V with the def2-TZVPD basis set) for a structure of composition C6H13MoN3O2Se3Te in a non-equilibrium geometry.

Output
Molecular weight, g/mol: 619.61
Multiplicity: 1
E_HOMO (spin up / spin down), eV: -22.52 / -22.52
Charge: +4
F_max, eV Å⁻¹: 1.168

Each line ends with the Löwdin charge.
Element x y z (Å)
Te  -4.869  0.652  -2.384  0.946
Mo  -1.313  0.850  -0.146  0.997
Se  -4.272  2.904  -1.977  0.302
Se  -2.161  2.906  -0.964  0.411
Se  -2.910  -0.541  -1.309  0.199
O  -1.690  0.868  1.675  -0.351
O  0.423  1.713  -0.725  -0.162
N  2.151  -1.119  -1.893  -0.039
N  0.599  -2.779  -1.319  0.290
N  0.280  -0.451  -0.860  0.029
C  -0.660  1.081  3.446  0.146
C  2.284  0.331  -1.781  0.050
C  -1.649  1.254  4.461  -0.036
C  1.002  0.636  -1.095  -0.388
C  3.207  -1.996  -2.444  0.065
C  1.014  -1.539  -1.378  -0.321
H  -2.199  2.195  4.425  0.128
H  3.151  0.629  -1.179  0.188
H  2.798  -2.600  -3.253  0.120
H  2.355  0.821  -2.758  0.187
H  -2.257  0.379  4.691  0.129
H  -0.162  0.123  3.336  0.128
H  -2.602  0.935  2.019  0.108
H  -0.950  1.366  5.336  0.194
H  3.996  -1.368  -2.852  0.121
H  -0.110  1.949  3.092  0.129
H  -0.244  -3.038  -0.831  0.146
H  3.624  -2.619  -1.653  0.124
H  1.164  -3.539  -1.681  0.159

[2]
Density functional theory data (ωB97M-V with the def2-TZVPD basis set) for the ion C6H13N with charge -1 in a non-equilibrium geometry.

Output
Molecular weight, g/mol: 99.18
Multiplicity: 2
E_HOMO (spin up / spin down), eV: 1.49 / -4.13
Charge: -1
Expectation value of S²: 0.75
F_max, eV Å⁻¹: 1.955

Each line ends with the Löwdin charge.
Element x y z (Å)
N  -0.229  -0.049  0.201  -0.186
C  -1.162  0.505  1.131  -0.381
C  -2.081  -0.438  1.889  -0.202
C  1.949  0.146  -0.744  -0.260
C  0.953  -0.004  -1.930  -0.227
C  -0.437  0.008  -1.227  -0.307
C  1.187  -0.191  0.504  -0.312
H  -0.594  1.140  1.829  0.078
H  1.067  -1.003  -2.344  0.074
H  1.099  0.776  -2.663  0.071
H  -1.571  -0.854  2.759  0.043
H  -2.918  0.089  2.360  0.040
H  1.322  -1.203  0.916  0.073
H  1.570  0.483  1.291  0.075
H  -2.449  -1.238  1.254  0.052
H  -1.711  1.318  0.639  0.076
H  -1.018  0.860  -1.605  0.066
H  -0.983  -0.914  -1.519  0.073
H  2.348  1.165  -0.714  0.077
H  2.817  -0.461  -1.031  0.078

[3]
Density functional theory data (ωB97M-V with the def2-TZVPD basis set) for an isolated molecule of C6H13N.

Output
Molecular weight, g/mol: 99.18
SMILES: CC[C@H]1[C@@H](C)N1C
Multiplicity: 1
E_HOMO, eV: -9.07
F_max, eV Å⁻¹: 0.309

Each line ends with the Löwdin charge.
Element x y z (Å)
N  0.876  0.593  0.009  -0.102
C  -1.607  0.284  0.635  -0.209
C  0.855  -0.853  0.129  -0.289
C  0.676  -1.666  -1.133  -0.055
C  -0.134  0.005  0.854  -0.275
C  -2.095  0.381  -0.806  -0.113
C  1.911  1.366  0.663  -0.098
H  0.108  0.049  1.924  0.132
H  1.587  -1.292  0.816  0.134
H  -3.132  0.736  -0.826  0.069
H  0.149  -2.610  -0.950  0.076
H  1.664  -1.912  -1.538  0.072
H  -1.478  1.085  -1.372  0.072
H  -2.064  -0.591  -1.308  0.063
H  -2.184  -0.475  1.179  0.108
H  1.568  2.402  0.744  0.081
H  0.136  -1.100  -1.896  0.066
H  2.154  1.005  1.678  0.080
H  2.825  1.356  0.062  0.080
H  -1.816  1.239  1.136  0.107

[4]
Density functional theory data (ωB97M-V with the def2-TZVPD basis set) for an isolated molecule of C6H13N in a non-equilibrium geometry.

Output
Molecular weight, g/mol: 99.18
SMILES: C/C=C/CCCN
Multiplicity: 1
E_HOMO, eV: -8.97
F_max, eV Å⁻¹: 2.087

Each line ends with the Löwdin charge.
Element x y z (Å)
N  0.461  -1.787  -1.541  -0.015
C  0.260  1.413  1.128  -0.179
C  0.635  0.136  1.122  -0.129
C  -0.393  -0.962  1.095  -0.206
C  -1.324  -0.868  -0.144  -0.224
C  -0.596  -0.724  -1.451  -0.274
C  1.187  2.534  0.768  -0.118
H  1.350  3.273  1.565  0.069
H  -1.893  -1.800  -0.145  0.102
H  1.711  0.037  1.068  0.107
H  0.738  3.218  0.032  0.069
H  -1.008  -1.219  1.957  0.109
H  -0.792  1.668  1.099  0.102
H  -0.072  0.226  -1.534  0.103
H  -1.231  -0.907  -2.312  0.099
H  -0.023  -2.677  -1.450  0.064
H  -2.120  -0.151  0.064  0.103
H  2.109  2.192  0.296  0.072
H  0.787  -1.758  -2.506  0.062
H  0.213  -1.843  0.890  0.084

[5]
Density functional theory data (ωB97M-V with the def2-TZVPD basis set) for an isolated molecule of C6H13N in a non-equilibrium geometry.

Output
Molecular weight, g/mol: 99.18
SMILES: CCC/C(C)=C/N
Multiplicity: 1
E_HOMO, eV: -7.79
F_max, eV Å⁻¹: 1.943

Each line ends with the Löwdin charge.
Element x y z (Å)
N  -0.153  -1.760  -2.396  0.034
C  0.034  -0.680  -0.242  -0.315
C  0.682  0.340  0.637  -0.219
C  0.503  -0.939  -1.466  -0.179
C  -1.265  -1.280  0.250  -0.060
C  -0.185  1.519  1.073  -0.280
C  0.590  2.520  1.918  -0.113
H  1.315  3.069  1.304  0.073
H  -0.830  1.861  0.263  0.110
H  -1.329  -2.312  -0.093  0.073
H  -0.068  3.229  2.416  0.067
H  1.634  0.757  0.282  0.114
H  -1.274  -1.219  1.334  0.073
H  -0.979  1.106  1.722  0.100
H  1.401  -0.469  -1.833  0.107
H  1.026  -0.165  1.554  0.117
H  1.157  1.948  2.655  0.073
H  -2.114  -0.740  -0.165  0.080
H  -1.140  -1.640  -2.550  0.077
H  0.362  -1.908  -3.248  0.070

[6]
Density functional theory data (ωB97M-V with the def2-TZVPD basis set) for an isolated molecule of C6H13N in a non-equilibrium geometry.

Output
Molecular weight, g/mol: 99.18
SMILES: C[C@H]1N(C)C1(C)C
Multiplicity: 1
E_HOMO, eV: -8.03
F_max, eV Å⁻¹: 3.909

Each line ends with the Löwdin charge.
Element x y z (Å)
N  0.345  -0.632  0.023  -0.147
C  -0.125  0.629  -0.392  -0.596
C  -0.560  0.699  -1.835  -0.023
C  -1.036  -0.009  0.607  -0.045
C  0.725  1.801  0.052  -0.032
C  1.414  -0.859  0.956  -0.110
C  -1.365  -1.630  0.403  -0.089
H  1.478  -1.933  1.196  0.081
H  -0.859  0.391  1.630  0.118
H  -0.660  -2.514  0.546  0.086
H  -1.139  -0.186  -2.113  0.075
H  -2.077  -1.716  1.190  0.034
H  2.345  -0.572  0.461  0.087
H  1.638  1.833  -0.561  0.092
H  1.323  -0.311  1.903  0.079
H  -1.794  -1.798  -0.583  0.062
H  0.184  2.734  -0.100  0.082
H  -1.180  1.584  -2.007  0.085
H  1.021  1.741  1.104  0.075
H  0.321  0.751  -2.481  0.084

[7]
Density functional theory data (ωB97M-V with the def2-TZVPD basis set) for a cluster of 2 separate species, C6H13N in total in a non-equilibrium geometry.

Output
Molecular weight, g/mol: 99.18
SMILES: C=C1[C@@H](C)N1C.C
Multiplicity: 1
E_HOMO, eV: -8.76
F_max, eV Å⁻¹: 1.541

Each line ends with the Löwdin charge.
Element x y z (Å)
N  0.904  -0.168  0.028  -0.068
C  2.227  -0.180  0.617  -0.073
C  -0.571  0.717  1.924  0.047
C  -0.173  0.019  0.871  -0.342
C  -0.031  -1.288  0.248  -0.251
C  -1.088  1.869  -1.437  -0.065
C  -0.773  -1.848  -0.932  -0.044
H  -0.927  2.951  -1.467  0.013
H  2.625  0.838  0.651  0.085
H  -1.721  -2.306  -0.635  0.078
H  -1.479  1.776  -0.386  0.020
H  -0.030  1.601  2.250  0.060
H  -1.408  0.374  2.524  0.056
H  0.287  -2.040  0.970  0.142
H  -0.189  -2.624  -1.438  0.076
H  -0.134  1.351  -1.615  0.007
H  2.865  -0.795  -0.017  0.081
H  2.233  -0.576  1.645  0.089
H  -1.735  1.453  -2.235  0.025
H  -0.976  -1.054  -1.648  0.063

[8]
Density functional theory data (ωB97M-V with the def2-TZVPD basis set) for a structure of composition C6H13N.

Output
Molecular weight, g/mol: 99.18
Multiplicity: 1
E_HOMO (spin up / spin down), eV: -7.37 / -7.37
F_max, eV Å⁻¹: 0.269

Each line ends with the Löwdin charge.
Element x y z (Å)
N  -0.865  -0.360  -0.389  -0.097
C  -1.043  -1.727  -0.201  -0.073
C  -1.692  1.882  0.480  -0.051
C  1.554  -1.451  0.614  -0.095
C  0.270  0.319  -0.314  -0.284
C  1.254  0.962  -1.213  -0.028
C  -0.787  0.680  0.641  -0.241
H  0.257  -1.749  0.452  0.046
H  -1.300  2.728  1.054  0.075
H  2.048  -1.739  -0.321  0.026
H  -1.969  -1.980  0.316  0.066
H  -2.711  1.679  0.825  0.073
H  1.952  1.552  -0.611  0.087
H  -0.647  0.317  1.667  0.144
H  1.824  0.231  -1.793  0.077
H  -1.737  2.179  -0.573  0.078
H  -0.889  -2.309  -1.113  0.071
H  1.710  -2.269  1.333  0.023
H  0.751  1.650  -1.906  0.085
H  2.073  -0.582  1.030  0.019

[9]
Density functional theory data (ωB97M-V with the def2-TZVPD basis set) for an isolated molecule of C6H13N in a non-equilibrium geometry.

Output
Molecular weight, g/mol: 99.18
SMILES: CCC/C=C(/C)N
Multiplicity: 1
E_HOMO, eV: -7.85
F_max, eV Å⁻¹: 1.526

Each line ends with the Löwdin charge.
Element x y z (Å)
N  -0.044  0.165  -1.630  0.103
C  1.007  -0.589  0.392  -0.096
C  -0.257  -0.847  1.164  -0.210
C  2.306  -0.449  -1.748  -0.060
C  -1.093  0.341  1.688  -0.253
C  -2.126  1.010  0.759  -0.121
C  1.107  -0.198  -0.885  -0.400
H  -3.107  1.102  1.226  0.067
H  -0.430  1.099  2.107  0.101
H  0.075  -1.369  2.041  0.090
H  -1.651  -0.006  2.568  0.095
H  3.140  -0.754  -1.121  0.074
H  -2.325  0.417  -0.144  0.061
H  -0.974  -1.483  0.632  0.116
H  1.942  -0.883  0.842  0.091
H  0.235  0.576  -2.512  0.083
H  2.621  0.447  -2.294  0.075
H  -0.723  0.618  -1.044  0.033
H  -1.774  1.997  0.462  0.069
H  2.071  -1.195  -2.502  0.083

[10]
Density functional theory data (ωB97M-V with the def2-TZVPD basis set) for the ion C6H13N2 with charge +1 in a non-equilibrium geometry.

Output
Molecular weight, g/mol: 113.18
SMILES: C/C=C/N/C=[NH+]\CC
Multiplicity: 1
E_HOMO, eV: -12.94
Charge: +1
F_max, eV Å⁻¹: 3.469

Each line ends with the Löwdin charge.
Element x y z (Å)
N  0.606  1.141  -0.102  0.073
N  -1.798  0.890  -0.419  0.067
C  -0.691  1.486  -0.126  -0.079
C  -2.367  -0.480  -0.659  -0.175
C  2.810  0.194  0.084  -0.118
C  -3.160  -0.767  0.579  -0.084
C  3.807  -0.891  0.152  -0.075
C  1.457  -0.069  0.036  -0.036
H  3.186  -1.816  0.175  0.100
H  3.110  1.251  0.072  0.120
H  -1.484  -1.150  -0.630  0.114
H  -2.897  -0.659  -1.614  0.141
H  -3.794  0.075  0.673  0.063
H  1.202  1.889  -0.101  0.089
H  -2.522  1.548  -0.458  0.129
H  -0.868  2.602  0.000  0.190
H  -2.535  -0.800  1.443  0.073
H  4.329  -0.994  -0.726  0.055
H  -3.717  -1.772  0.495  0.129
H  4.461  -0.675  1.002  0.099
H  0.866  -1.005  0.124  0.123

[11]
Density functional theory data (ωB97M-V with the def2-TZVPD basis set) for a cluster of 2 separate species, C6H13N2 in total in a non-equilibrium geometry.

Output
Molecular weight, g/mol: 113.18
Multiplicity: 1
E_HOMO, eV: -12.51
Charge: +1
F_max, eV Å⁻¹: 5.512

Each line ends with the Löwdin charge.
Element x y z (Å)
N  0.748  -0.520  0.352  -0.191
N  -3.180  0.408  0.430  0.029
C  1.770  1.533  -0.051  -0.150
C  -0.299  0.380  -0.197  -0.062
C  -2.508  -0.365  -0.432  -0.011
C  0.250  1.574  -0.240  -0.078
C  0.775  -1.903  -0.172  -0.021
C  2.104  0.092  0.340  -0.083
H  -2.988  0.530  1.422  0.122
H  1.354  -2.709  0.381  0.138
H  1.299  -1.701  -1.200  0.140
H  2.670  0.169  1.378  0.182
H  -2.733  -0.215  -1.536  0.132
H  -3.897  1.097  0.173  0.127
H  2.572  -0.556  -0.439  0.126
H  0.307  -0.741  1.213  0.152
H  2.359  1.843  -0.908  0.117
H  -0.315  2.390  -0.605  0.094
H  -2.186  -1.328  0.047  0.089
H  1.982  2.359  0.584  0.099
H  -0.081  -2.337  -0.538  0.050